Below is a structure of composition C27H35EuN2O2P3, with properties calculated with ωB97M-V/def2-TZVPD.

The geometry in XYZ format:
```
70
Properties=species:S:1:pos:R:3:forces:R:3
Eu -0.608 0.872 -1.078 0.3 0.3 -1.3
P 2.040 0.777 -2.522 0.4 1.0 -0.8
P -3.441 -0.065 -1.245 -0.6 -0.4 -0.7
N 0.718 2.762 -0.275 0.6 0.0 0.0
N -1.914 2.336 0.366 -0.6 0.1 -0.3
H 0.589 4.550 0.901 0.0 -0.5 0.2
H -1.619 3.647 2.022 0.0 0.0 -0.5
H 0.597 3.006 1.838 0.0 0.1 -0.6
C 0.222 3.505 0.926 0.4 0.1 -0.5
H -1.645 4.452 0.423 -0.1 -0.6 0.1
C -1.305 3.542 0.963 -0.4 0.2 0.2
H 2.091 4.229 -0.725 -0.4 -0.2 -0.1
H -3.801 2.963 1.006 0.4 -0.2 -0.3
C 1.664 3.242 -0.992 0.6 0.3 1.0
C -3.229 2.219 0.416 -0.1 0.9 0.9
H 3.501 2.529 -1.708 -0.3 0.3 -0.1
C 2.463 2.560 -2.075 -0.4 -0.2 0.2
H 2.443 3.181 -2.982 0.1 -0.1 0.3
H -4.178 0.310 -2.419 0.3 -0.3 0.4
H -4.315 -1.087 -0.782 0.4 0.1 -0.2
H 2.026 1.027 -3.923 -0.3 -0.4 0.4
H 3.375 0.320 -2.532 -0.2 -0.3 0.3
O -0.937 2.084 -2.940 0.6 -1.6 1.7
C -1.101 3.465 -2.832 0.0 1.0 0.5
C -0.365 4.235 -3.929 -0.1 0.0 -0.1
C -2.595 3.795 -2.902 0.1 0.2 -0.2
H -0.624 3.799 -1.860 -1.0 0.1 -0.7
H 0.715 4.243 -3.752 -0.1 -0.1 -0.2
H -0.580 3.774 -4.902 0.1 0.2 0.2
H -0.696 5.283 -3.946 0.1 -0.3 0.0
H -3.167 3.355 -2.081 0.1 0.0 0.0
H -2.792 4.877 -2.916 0.1 -0.3 0.0
H -2.957 3.359 -3.843 -0.1 0.2 0.2
C -4.030 1.237 -0.190 0.1 0.8 0.7
H -5.090 1.319 0.028 0.0 -0.1 -0.1
O -0.058 -0.493 0.719 -0.3 0.7 -0.8
P 0.475 -1.854 1.146 0.1 -0.6 0.6
C 0.688 -2.896 -0.311 0.2 -0.2 -0.1
C 1.549 -4.004 -0.273 -0.1 -0.1 -0.1
C 1.723 -4.803 -1.409 -0.2 0.3 0.1
C 1.080 -4.456 -2.602 0.1 0.0 0.2
C 0.233 -3.347 -2.645 -0.1 0.0 -0.1
C 0.003 -2.594 -1.496 0.3 -0.1 0.0
C 2.048 -1.631 2.002 0.2 0.0 0.1
C 2.627 -2.675 2.744 0.1 0.2 0.0
C 3.841 -2.470 3.409 -0.2 0.0 -0.2
C 4.471 -1.223 3.350 -0.2 0.0 -0.2
C 3.889 -0.178 2.622 0.0 -0.2 0.0
C 2.687 -0.381 1.943 0.0 -0.2 0.1
C -0.688 -2.657 2.266 -0.2 -0.1 -0.1
C -0.927 -2.053 3.511 -0.1 -0.2 0.0
C -1.882 -2.593 4.375 0.1 0.0 -0.2
C -2.608 -3.730 3.997 0.2 0.1 -0.4
C -2.377 -4.329 2.752 0.2 0.2 0.0
C -1.419 -3.794 1.882 0.0 0.1 0.3
H 2.081 -4.252 0.651 -0.2 0.1 -0.4
H 2.361 -5.686 -1.355 -0.2 0.3 -0.1
H 1.239 -5.059 -3.499 -0.1 0.2 0.3
H -0.257 -3.070 -3.580 0.1 -0.2 0.3
H -0.740 -1.786 -1.523 0.2 -0.3 0.0
H 2.129 -3.645 2.806 0.1 0.3 0.1
H 4.287 -3.293 3.970 -0.1 0.3 -0.1
H 5.415 -1.063 3.871 -0.3 0.0 -0.1
H 4.373 0.799 2.581 -0.1 -0.3 0.0
H 2.234 0.434 1.374 0.1 -0.2 0.2
H -0.355 -1.170 3.802 -0.2 -0.2 0.0
H -2.056 -2.125 5.345 0.0 -0.2 -0.3
H -3.357 -4.146 4.668 0.2 0.1 -0.1
H -2.936 -5.215 2.451 0.1 0.2 0.1
H -1.226 -4.264 0.916 -0.1 0.1 0.3
```
Positions in Å, forces in eV/Å.

<S²>: 15.799
total charge: +2
E_HOMO (alpha / beta): -14.3 / -14.3 eV
E: -3043.7305 Ha
multiplicity: 8

Below is a cluster of 4 separate species, C27H35F9NO11PS in total, with properties calculated with ωB97M-V/def2-TZVPD.

The geometry in XYZ format:
```
85
Properties=species:S:1:pos:R:3:forces:R:3
C 2.038 -1.982 -0.014 0.0 0.5 0.2
C 0.649 -2.787 0.081 -0.9 1.0 -0.1
C 0.354 -3.659 -1.235 1.7 0.7 0.1
O -0.122 -4.998 -0.991 -1.2 1.3 0.6
C -1.412 -5.016 -0.368 -0.7 -1.1 -0.5
C -2.644 -4.670 -1.329 -2.5 0.1 1.2
C -3.947 -4.722 -0.742 1.3 1.7 -2.5
P -4.300 -5.172 1.055 -1.3 -1.2 0.5
C -3.772 -3.786 2.237 0.4 0.8 0.1
O -6.027 -5.225 1.214 2.0 1.4 -0.9
C -5.155 -4.319 -1.736 -1.0 -0.9 -0.1
O -6.265 -4.889 -1.749 3.5 2.2 0.2
C -4.802 -3.103 -2.741 1.8 0.0 -1.4
O -5.805 -2.110 -2.981 1.9 -1.6 1.9
C -5.966 -1.458 -1.667 0.8 1.4 0.6
C -6.008 0.153 -1.793 -0.3 -0.4 1.8
C -6.004 0.691 -0.250 0.4 -0.6 0.0
C -3.508 -3.070 -3.344 -3.1 -0.9 1.9
N -3.110 -2.001 -4.295 5.0 -1.2 3.6
C -1.855 -1.749 -4.012 -0.7 1.4 -3.5
S -0.294 -1.216 -4.199 -3.9 -1.5 1.0
C -2.527 -4.272 -2.884 1.3 -1.1 -1.2
O -1.742 -4.848 -3.675 -2.7 2.3 2.9
H 2.752 -2.318 0.808 -0.8 0.4 -1.3
H 1.858 -0.841 0.103 0.5 -2.4 0.1
H 2.532 -2.101 -1.048 -0.7 0.0 1.6
H 0.528 -3.380 1.062 0.5 0.7 -1.7
H -0.179 -1.980 0.126 1.2 -1.3 0.1
H -0.302 -3.031 -1.923 0.5 -1.1 0.8
H 1.364 -3.776 -1.780 -1.7 -0.1 0.8
H -1.581 -6.101 -0.010 0.3 1.6 -0.6
H -1.510 -4.363 0.560 0.4 -0.5 -1.2
H -4.569 -3.637 3.056 1.0 -0.2 -1.5
H -2.840 -4.163 2.802 -1.3 0.7 -1.1
H -3.549 -2.805 1.678 -0.3 -1.3 1.1
H -6.433 -4.450 0.761 0.2 -0.8 0.4
H -6.842 -1.876 -1.067 0.8 0.6 -1.1
H -5.023 -1.675 -1.034 -1.4 0.3 -1.0
H -5.061 0.567 -2.263 -1.4 -0.8 0.1
H -6.974 0.532 -2.268 1.6 -0.6 0.2
H -5.761 -0.179 0.469 -0.4 1.3 -1.1
H -5.156 1.452 -0.086 -1.6 -0.9 -0.3
H -7.024 1.094 0.049 1.5 -0.3 -0.4
C 4.146 4.281 -0.243 0.0 -0.4 0.1
C 2.789 4.627 -0.824 0.5 0.6 0.3
O 2.186 3.469 -1.424 -0.8 -0.9 0.1
C 1.538 2.639 -0.583 0.9 1.7 0.6
O 1.446 2.811 0.604 -0.3 -0.6 -0.7
C 0.907 1.485 -1.357 -0.7 -1.5 -1.1
F 1.739 0.963 -2.281 0.0 0.4 0.4
F -0.202 1.870 -2.021 0.4 0.4 0.4
F 0.537 0.462 -0.566 -0.1 1.0 0.0
H 4.784 3.823 -1.004 0.0 0.2 0.0
H 4.640 5.175 0.141 -0.1 0.0 -0.1
H 4.053 3.559 0.571 0.0 0.1 0.0
H 2.907 5.367 -1.618 -0.2 -0.3 -0.1
H 2.130 5.065 -0.072 0.0 -0.4 -0.1
C -2.622 7.573 2.104 0.0 0.1 -0.3
C -1.350 7.440 2.919 -0.7 0.0 0.4
O -0.207 7.323 2.058 0.9 0.5 -0.5
C 0.299 8.480 1.587 -1.5 -0.1 1.2
O -0.147 9.568 1.839 0.7 -0.5 -0.5
C 1.534 8.211 0.731 1.5 -0.1 -1.2
F 1.361 7.175 -0.118 -0.4 0.4 0.4
F 2.611 7.909 1.486 -0.6 0.1 0.1
F 1.884 9.265 -0.025 -0.5 -0.2 0.5
H -2.713 6.744 1.397 0.0 0.0 0.2
H -3.498 7.582 2.755 0.1 0.0 0.0
H -2.617 8.494 1.516 0.0 0.0 0.2
H -1.390 6.526 3.514 0.3 0.0 -0.2
H -1.230 8.273 3.616 0.1 0.0 -0.3
C 7.685 -4.665 0.736 -0.1 0.2 -0.3
C 7.634 -3.984 2.089 0.1 -0.8 0.0
O 7.694 -2.557 1.939 -0.6 1.0 0.0
C 6.527 -1.943 1.664 0.1 -1.8 0.3
O 5.475 -2.512 1.537 0.4 0.9 0.0
C 6.726 -0.431 1.581 0.2 1.9 -0.3
F 7.827 -0.093 0.881 -0.3 -0.5 0.2
F 6.866 0.121 2.804 -0.1 -0.6 -0.2
F 5.693 0.197 0.993 0.2 -0.7 0.2
H 8.565 -4.340 0.175 0.0 -0.1 0.1
H 7.721 -5.750 0.852 0.0 0.1 0.0
H 6.811 -4.409 0.133 0.0 -0.1 0.1
H 8.506 -4.274 2.680 0.0 0.4 0.0
H 6.748 -4.280 2.656 0.0 0.3 -0.2
```
Positions in Å, forces in eV/Å.

structure (SMILES): CCCOCC1=C(P(C)O)C(=O)C(OCCC)=C(N=C=S)C1=O.CCOC(=O)C(F)(F)F.CCOC(=O)C(F)(F)F.CCOC(=O)C(F)(F)F
E_HOMO: -8.7 eV
E: -3570.3459 Ha
multiplicity: 1

Below is a structure of composition C27H35MgN4O6P, with properties calculated with ωB97M-V/def2-TZVPD.

The geometry in XYZ format:
```
74
Properties=species:S:1:pos:R:3:forces:R:3
O 1.662 -0.270 -4.364 -2.0 1.1 -0.8
H 0.838 0.256 -4.693 1.9 -1.0 0.6
Mg -0.550 0.123 -1.705 2.7 -0.7 1.6
N -0.023 1.821 -0.039 0.7 -0.4 1.9
N 1.766 0.709 -1.494 0.9 -0.1 0.9
N -1.350 -0.862 0.225 1.8 -3.0 1.9
N 0.225 -1.902 -1.555 -1.5 -1.8 2.8
O -0.780 1.936 1.020 0.9 0.8 -1.2
O -1.714 -0.349 1.439 0.0 1.3 -0.9
O 1.450 -2.382 -1.875 1.1 0.4 -1.1
O 2.648 -0.155 -1.837 0.1 0.8 -0.1
C 2.239 1.691 -0.663 -1.5 -0.3 -0.5
C 1.232 2.306 0.130 -0.1 -0.1 -0.1
C -1.294 -2.183 0.255 -1.2 2.6 0.2
C -0.444 -2.766 -0.765 1.5 1.7 -2.0
C 1.605 3.290 1.192 -0.1 0.3 0.1
H 2.184 2.835 2.018 -0.3 0.1 -0.4
H 0.702 3.756 1.606 0.3 -0.2 -0.1
H 2.239 4.062 0.733 -0.2 -0.1 0.2
C 3.679 2.028 -0.490 0.1 0.0 -0.2
H 4.237 1.671 -1.358 0.0 0.0 0.2
H 4.130 1.613 0.426 -0.3 0.0 -0.3
H 3.762 3.118 -0.425 0.1 -0.2 0.0
C -1.916 -2.967 1.371 -0.2 -0.3 0.0
C -0.155 -4.223 -0.739 0.3 -0.3 0.0
H -2.841 -2.466 1.679 0.3 -0.1 0.0
H -1.280 -3.062 2.266 0.0 0.2 -0.4
H -2.167 -3.979 1.041 0.1 0.1 0.1
H 0.374 -4.510 -1.651 -0.1 0.0 0.2
H -1.110 -4.759 -0.673 0.2 0.0 0.0
H 0.449 -4.519 0.135 -0.3 0.2 -0.4
H -1.356 0.643 1.328 -1.0 -1.3 0.0
H 2.030 -1.508 -1.911 -0.8 -1.1 -0.5
C -2.275 0.899 -1.508 -4.5 2.4 -2.0
H -2.509 1.931 -1.146 0.8 -0.4 -0.2
H -3.071 0.364 -0.977 0.3 -0.5 0.1
H -2.774 0.989 -2.518 0.1 -0.1 0.4
O -3.555 3.087 1.053 1.3 -1.3 0.2
H -4.074 2.268 1.046 -0.2 0.4 -0.1
H -2.640 2.681 1.080 -1.1 0.9 -0.2
C 2.052 2.483 5.038 -0.1 -0.1 0.0
C 3.306 2.063 4.591 -0.1 0.1 0.0
C 3.416 1.041 3.648 -0.4 -0.3 0.1
C 2.259 0.392 3.178 -0.1 0.4 0.2
C 0.994 0.859 3.596 0.4 -0.1 0.1
C 0.894 1.886 4.530 0.1 -0.1 0.0
P 2.291 -0.925 1.910 0.0 0.1 -0.4
C 4.056 -1.402 1.887 0.4 -0.2 -0.2
C 4.766 -1.254 0.677 -0.3 0.0 0.6
C 6.116 -1.583 0.622 0.2 -0.1 0.1
C 6.764 -2.094 1.752 -0.2 0.1 0.0
C 6.056 -2.271 2.947 -0.1 0.1 -0.1
C 4.705 -1.923 3.018 0.3 0.0 -0.3
C 1.578 -2.388 2.753 -0.1 -0.4 0.4
C 1.732 -3.622 2.088 0.0 0.3 0.4
C 1.205 -4.788 2.635 0.1 0.1 0.1
C 0.513 -4.741 3.849 0.0 0.0 0.0
C 0.345 -3.522 4.507 0.1 -0.1 0.0
C 0.881 -2.349 3.972 0.2 -0.2 -0.3
H 1.971 3.273 5.786 0.0 -0.2 -0.2
H 4.211 2.522 4.987 -0.2 0.0 -0.1
H 4.400 0.718 3.303 -0.3 0.1 0.1
H 0.090 0.385 3.202 0.3 0.2 0.1
H -0.096 2.206 4.863 0.3 0.0 -0.1
H 4.239 -0.884 -0.207 0.2 -0.1 0.3
H 6.664 -1.440 -0.311 -0.1 -0.1 0.3
H 7.821 -2.358 1.702 -0.3 0.1 0.0
H 6.552 -2.678 3.829 -0.1 0.1 -0.3
H 4.152 -2.058 3.952 0.2 0.0 -0.3
H 2.306 -3.658 1.158 -0.2 0.0 0.2
H 1.350 -5.739 2.119 -0.1 0.2 0.2
H 0.115 -5.661 4.282 0.1 0.3 -0.1
H -0.189 -3.478 5.459 0.2 -0.1 -0.3
H 0.786 -1.410 4.517 0.0 -0.3 -0.2
```
Positions in Å, forces in eV/Å.

E_HOMO (alpha / beta): -8.2 / -8.2 eV
E: -2261.4131 Ha
multiplicity: 1